Density functional theory data (ωB97M-V/def2-TZVPD) for a 10-piece molecular cluster, C34H85N3O10 overall at a distorted geometry.

Results
E	-61574.297	eV
structure (SMILES)	CC1(C)CCCC(C)(C)N1O.CC1(C)CCCC(C)(C)N1O.CC1(C)CCCC(C)(C)N1O.CO.CO.CO.CO.CO.CO.CO
ΔE to the lowest compared entry with this formula, charge and spin	0.0	kJ/mol
maximum force	3.11	eV/A
orbital gap	9.0866	eV

Each line ends with the Mulliken charge.
Geometry (Å):
C: 1.9002 0.4598 5.5575  -0.74
O: 2.0452 1.0040 4.2678  -0.58
H: 1.1384 0.9959 6.1455  0.27
H: 1.5480 -0.5407 5.4114  0.23
H: 2.7991 0.3859 6.2079  0.30
H: 1.2426 1.0814 3.7826  0.43
C: -1.8810 2.8902 0.2951  -0.23
O: -0.8409 3.4023 1.1243  -0.26
H: -1.9736 1.7926 0.4323  -0.14
H: -2.8529 3.3437 0.6088  0.29
H: -1.6660 3.1126 -0.7590  0.14
H: -0.0312 3.5750 0.6176  0.03
C: 4.3137 -1.7857 2.6096  -0.49
O: 4.8089 -1.0520 1.5163  -0.67
H: 4.7664 -2.7637 2.5202  0.34
H: 4.5968 -1.3697 3.5996  0.25
H: 3.2488 -1.9330 2.5645  0.07
H: 4.4872 -0.1296 1.6787  0.30
C: 4.7017 2.1412 2.0850  -0.72
O: 3.4514 1.4383 2.1104  0.07
H: 5.0982 2.1477 1.0369  0.28
H: 4.5698 3.2257 2.2862  0.15
H: 5.4435 1.7407 2.8191  0.34
H: 3.0946 1.5474 2.9951  0.28
C: 4.0230 -1.4343 -1.5754  -0.57
O: 4.3242 -0.2141 -0.9905  -0.62
H: 3.8473 -1.2255 -2.6296  0.28
H: 4.8487 -2.1403 -1.4650  0.44
H: 3.1763 -1.9478 -1.1408  -0.03
H: 4.4749 -0.4674 -0.0909  0.58
C: -1.6163 0.5554 3.6359  -0.63
O: -0.3929 1.0572 3.1780  -0.30
H: -1.9298 1.1445 4.5246  0.40
H: -2.4070 0.4773 2.9256  0.32
H: -1.4258 -0.4663 3.9322  0.03
H: -0.5717 1.7814 2.5489  0.15
C: 0.9618 0.9350 -1.3116  -0.02
O: 2.1736 1.6392 -1.6956  -0.52
H: 0.0906 1.5082 -1.8478  0.14
H: 0.9439 -0.1188 -1.5473  0.07
H: 0.8216 0.9606 -0.2179  0.04
H: 2.9446 1.1008 -1.2888  0.35
C: 0.8934 -3.9000 0.8288  -1.39
C: -0.3787 -3.4680 1.6448  1.66
C: -1.1182 -2.3427 0.8776  0.23
C: -2.4981 -2.0139 1.3131  -0.67
C: -3.2449 -3.3042 1.2517  -0.70
C: -2.6732 -4.4724 2.1289  1.70
N: -1.2466 -4.6744 1.6926  0.14
O: -0.5971 -5.5423 2.6593  -0.53
C: -2.9571 -4.0500 3.5304  -1.85
C: -3.4807 -5.7183 1.7505  -1.91
C: -0.0384 -2.9888 3.0999  -1.06
H: 1.5855 -3.0600 0.7962  0.05
H: 0.7196 -4.2650 -0.2216  0.08
H: 1.3567 -4.6927 1.4636  0.54
H: -0.5178 -1.4383 0.8976  0.70
H: -1.2030 -2.7656 -0.1063  -0.95
H: -2.8485 -1.3097 0.6239  0.91
H: -2.3135 -1.6433 2.2992  -0.39
H: -3.2184 -3.7166 0.1922  -0.30
H: -4.3601 -3.1973 1.4489  0.49
H: -4.0432 -4.2242 3.7874  0.40
H: -2.3901 -4.7088 4.2049  0.35
H: -2.9429 -2.9849 3.7466  0.34
H: -3.0179 -6.5639 2.2017  0.46
H: -4.5541 -5.6096 1.9426  0.36
H: -3.3924 -5.8957 0.7079  0.40
H: 0.5949 -2.0919 2.9749  0.07
H: 0.5993 -3.7414 3.6195  0.33
H: -0.9366 -2.7552 3.6673  0.07
H: -0.5732 -6.3563 2.1792  0.38
C: -4.5507 -3.1590 -3.5636  -1.75
C: -3.3716 -3.9638 -4.1447  1.45
C: -3.2427 -3.6148 -5.6343  -1.09
C: -2.6489 -2.2580 -5.8490  -0.72
C: -1.2835 -2.1803 -5.0786  -1.40
C: -1.3535 -2.5649 -3.5828  2.12
N: -2.1215 -3.7349 -3.4780  -0.10
O: -2.3431 -4.0525 -2.0844  0.03
C: 0.0202 -2.9248 -3.0097  -1.52
C: -1.8400 -1.3487 -2.7794  -2.02
C: -3.6359 -5.4696 -4.0532  -1.75
H: -4.7784 -3.4522 -2.5519  0.31
H: -5.4148 -3.3637 -4.1601  0.46
H: -4.4234 -2.1014 -3.4433  0.37
H: -2.6022 -4.3722 -6.0979  0.34
H: -4.2612 -3.8383 -6.0948  0.43
H: -3.3043 -1.4497 -5.4941  0.30
H: -2.5252 -2.0096 -6.8882  0.48
H: -0.7357 -1.2485 -5.2818  0.41
H: -0.5991 -2.9287 -5.5500  0.37
H: 0.7917 -2.2049 -3.2746  0.48
H: -0.0819 -2.9146 -1.9170  -0.19
H: 0.4178 -3.8842 -3.2984  0.45
H: -2.2556 -1.4660 -1.7497  -0.13
H: -1.0160 -0.7051 -2.6380  0.42
H: -2.5022 -0.8299 -3.4139  0.77
H: -3.6354 -5.7241 -2.9370  0.19
H: -2.7936 -5.8845 -4.6255  0.44
H: -4.5519 -5.7121 -4.5557  0.46
H: -1.9252 -4.9242 -1.9690  0.29
C: 0.6816 7.7593 -1.2275  -2.06
C: 0.5214 6.2551 -1.0791  1.79
C: 1.6190 5.5892 -1.8991  -1.26
C: 3.0400 5.4757 -1.2762  -0.93
C: 3.0448 4.9328 0.0905  -0.43
C: 1.9844 5.7528 1.0196  1.58
N: 0.6474 5.7212 0.3246  0.98
O: -0.3496 6.3611 1.1646  -0.61
C: 1.8186 4.8014 2.1880  -2.25
C: 2.6075 7.0781 1.4582  -1.71
C: -0.8551 5.8913 -1.6962  -1.42
H: 0.2548 8.4006 -0.4201  0.31
H: 0.2668 8.1523 -2.1557  0.45
H: 1.7020 7.9946 -1.2433  0.44
H: 1.3213 4.5587 -2.2049  0.31
H: 1.8545 6.1413 -2.8424  0.29
H: 3.5725 6.4396 -1.3674  0.38
H: 3.5180 4.7870 -1.9306  0.49
H: 4.0545 4.9895 0.6286  0.32
H: 2.7927 3.8814 0.0212  -0.05
H: 1.1044 5.1131 2.9366  0.44
H: 1.4037 3.8726 1.9369  0.51
H: 2.7185 4.7255 2.8079  0.40
H: 3.0478 7.5360 0.5703  0.35
H: 1.8659 7.7806 1.8382  0.35
H: 3.3870 6.8487 2.2200  0.41
H: -0.7867 5.9858 -2.7917  0.47
H: -1.6969 6.5340 -1.3340  0.33
H: -1.0094 4.7910 -1.5350  0.00
H: -1.0638 5.7752 1.3359  0.28

Forces on atoms 1 to 6 (eV/Å):
-0.9 -0.1 0.5
2.9 0.7 1.0
0.2 0.0 -0.1
-0.3 -0.9 0.3
-0.1 0.5 -1.1
-1.8 -0.2 -0.2